Record 1
{
  "formula": "C7H14NOS",
  "method": "ωB97M-V/def2-TZVPD",
  "homo_energy_ev": -12.0,
  "de_lowest_kj_mol": 265.7,
  "charge": 1,
  "smiles": "C=[N+](C)OCC[C@]1(C)CS1",
  "energy_ev": -21848.49430,
  "homo_lumo_gap_ev": 7.55,
  "species": ["C", "C", "H", "C", "H", "H", "H", "C", "H", "H", "N", "H", "C", "H", "H", "H", "S", "C", "H", "O", "H", "H", "H", "C"],
  "coordinates": [[0.58392, -0.73875, 0.76510], [-3.71987, 0.64262, 0.39216], [-3.66517, 0.56219, 1.48564], [1.92808, -0.30139, 0.20561], [2.51321, 0.60064, 2.19458], [-3.97641, 1.66978, 0.06751], [-4.27993, -0.11203, -0.12185], [-0.50868, -1.02816, -0.38467], [-0.69195, 1.38036, -0.97959], [-0.61042, -2.05120, -0.62437], [-2.35328, 0.52464, -0.22297], [0.32754, 0.12734, 1.37052], [-1.72119, 1.48273, -0.77971], [2.05960, -1.12275, -1.74314], [3.89289, 0.48360, 0.93218], [2.93535, -1.90949, -0.55092], [1.89884, 1.47423, -0.09209], [2.77017, 0.47586, 1.08181], [3.68229, -0.55396, -1.16048], [-1.90840, -0.76980, -0.06893], [-2.36900, 2.35249, -0.84629], [-0.22289, -0.55004, -1.34385], [0.77148, -1.66635, 1.35213], [2.66383, -0.97256, -0.92837]]
}

Record 2
{
  "formula": "C2HFN2O4",
  "method": "ωB97M-V/def2-TZVPD",
  "homo_energy_ev": [-10.2, -10.3],
  "de_lowest_kj_mol": 20.9,
  "smiles": "O=NC(=O)N=O.O=CF",
  "energy_ev": -15971.32494,
  "homo_lumo_gap_ev": [8.40, 8.53],
  "species": ["C", "H", "F", "O", "O", "N", "C", "N", "O", "O"],
  "coordinates": [[0.20109, -1.38327, -1.26800], [-0.51061, -2.12247, -1.10516], [1.05926, -1.57639, -0.24754], [0.55130, 1.41009, 2.08830], [0.42821, -0.53607, -2.06234], [-0.05789, 1.46973, -0.15644], [-0.67450, 0.39509, 0.45821], [-0.22535, 0.55146, 1.78972], [-1.41889, -0.42556, 0.06633], [0.64738, 2.21741, 0.43693]]
}

Record 3
{
  "formula": "C20H28N2SiSn",
  "method": "ωB97M-V/def2-TZVPD",
  "homo_energy_ev": [-14.2, -14.2],
  "de_lowest_kj_mol": 142.3,
  "charge": 2,
  "energy_ev": -37863.51945,
  "homo_lumo_gap_ev": [4.86, 4.86],
  "species": ["H", "Si", "H", "C", "N", "Sn", "C", "C", "C", "H", "N", "C", "H", "H", "C", "H", "C", "H", "C", "H", "H", "H", "H", "H", "C", "H", "H", "H", "C", "H", "C", "H", "H", "C", "C", "C", "C", "C", "H", "C", "H", "H", "H", "H", "C", "H", "C", "H", "H", "H", "C", "H"],
  "coordinates": [[3.46353, 4.58872, -4.32265], [-0.95207, 3.69710, -2.34469], [-0.69373, -2.84647, -2.13024], [-0.01762, -2.22123, -1.55286], [0.06412, 1.01012, 0.85771], [-0.87694, 0.10981, -1.27766], [2.00905, 4.94917, -5.88140], [0.27576, -2.37890, -0.15759], [1.46156, 4.49859, -3.56367], [1.18095, -1.18934, -3.19008], [-2.11730, -0.86501, 0.72477], [-3.77077, 4.63600, -3.41014], [1.08927, 1.03022, 0.80494], [-2.15726, -0.66393, 2.86920], [0.64162, 5.02689, -6.15030], [-3.76250, 1.50302, -5.66167], [-4.83851, 4.37141, -4.28646], [-1.92630, 1.88283, -4.11060], [-3.78252, 2.37482, -5.02595], [2.71022, -0.28177, -1.13415], [-1.90262, -1.85933, 0.88169], [-0.28792, 1.97375, 0.86219], [-1.36929, 4.91241, -5.41766], [1.87234, -1.51531, 1.11041], [2.41003, 4.71401, -4.56973], [-3.11208, -0.80417, 0.51559], [-1.94906, 6.34553, -2.53061], [1.80296, 4.33993, -2.54387], [1.81824, -0.90174, -1.04220], [-2.49631, 0.83216, 1.98452], [1.01645, -1.35606, -2.12513], [-5.68935, 3.05595, -5.77024], [-3.82462, 5.53237, -2.79882], [1.35711, -1.52939, 0.14901], [-0.41257, 0.29777, 2.07587], [-0.31935, 4.81141, -5.14286], [-0.70859, 5.08995, -0.86015], [-4.84491, 3.26298, -5.11818], [0.22911, -0.56104, 2.29026], [-1.86883, -0.07550, 1.98074], [0.35287, 5.01097, -0.56808], [0.34139, 5.14023, -7.18889], [2.76422, 4.99112, -6.67284], [-0.91402, 6.16459, -0.84828], [-2.68174, 3.75145, -3.33165], [-0.25528, 0.93669, 2.94731], [-2.72589, 2.61610, -4.15400], [-1.31269, 4.76463, -0.01659], [-5.67784, 5.05400, -4.32645], [-0.19300, -3.09796, 0.52235], [0.08236, 4.40317, -3.84091], [-1.69278, 6.94307, -2.11134]]
}